Entry 1:
Molecular formula: C29H33N4ORuSi
Method: DFT, wB97M-V/def2-TZVPD

Geometry (Å):
Ru -0.60 0.24 -0.78
C 3.94 -0.29 -0.62
C 2.57 -0.55 -0.69
N 1.67 0.41 -0.78
C 2.08 1.69 -0.81
C 3.42 2.06 -0.69
C 4.36 1.02 -0.61
C 3.77 3.45 -0.64
C 2.82 4.40 -0.73
C 1.43 4.04 -0.93
C 0.41 4.98 -1.11
C -0.86 4.56 -1.39
C -1.10 3.19 -1.49
N -0.17 2.27 -1.28
C 1.09 2.69 -1.00
H 4.65 -1.11 -0.57
H 2.20 -1.57 -0.66
H 5.42 1.26 -0.54
H 4.81 3.72 -0.51
H 3.07 5.45 -0.67
H 0.64 6.04 -1.03
H -1.67 5.26 -1.55
H -2.08 2.82 -1.77
O -3.08 0.59 -0.71
C -3.56 0.17 0.58
C -3.54 1.33 1.57
C -2.19 2.05 1.58
C -1.12 1.19 2.16
C -0.83 1.30 3.53
C 0.23 0.56 4.09
C 0.86 -0.36 3.33
C 0.42 -0.64 1.94
N -0.49 0.35 1.35
H -3.71 1.24 -1.07
H -2.88 -0.62 0.88
H -4.56 -0.26 0.51
H -3.80 0.93 2.56
H -4.31 2.06 1.31
H -2.27 2.98 2.13
H -1.91 2.29 0.56
H -1.39 2.00 4.13
H 0.54 0.74 5.11
H 1.68 -0.95 3.72
H 1.30 -0.70 1.30
C -2.13 -1.47 -2.78
Si -0.57 -2.36 -2.33
C 0.76 -1.51 -3.29
C -0.69 -4.16 -2.69
N -0.40 -1.87 -0.60
C -0.09 -2.58 0.43
C 0.48 -3.92 0.31
C 0.76 -4.66 1.39
C 0.49 -4.19 2.75
C 0.00 -2.97 2.95
C -0.31 -2.03 1.81
H -2.43 -1.75 -3.80
H -1.99 -0.38 -2.81
H -2.97 -1.68 -2.11
H 0.53 -1.63 -4.36
H 1.76 -1.90 -3.13
H 0.77 -0.44 -3.10
H -1.18 -4.27 -3.66
H -1.28 -4.70 -1.95
H 0.29 -4.64 -2.77
H 0.69 -4.30 -0.67
H 1.18 -5.65 1.26
H 0.69 -4.84 3.59
H -0.22 -2.62 3.94
H -1.37 -1.79 1.89

## Properties
Orbital gap (alpha / beta) in Eh: 0.171 / 0.192
E in eV: -49062.147
Net charge: +2
2S+1: 2
E_HOMO (alpha / beta) in eV: -12.3 / -12.8
Molar mass in g/mol: 582.77

***

Entry 2:
Molecular formula: C29H33N7O4S
Method: DFT, wB97M-V/def2-TZVPD

Geometry (Å):
C 0.85 4.68 2.38
S 2.45 3.93 2.45
O 2.79 3.83 3.84
O 3.34 4.62 1.55
C 2.17 2.30 1.77
C 1.36 2.22 0.64
C 1.06 1.00 0.03
C 1.55 -0.18 0.57
C 2.36 -0.08 1.68
C 2.69 1.12 2.28
C 3.62 0.80 3.42
O 4.36 1.52 4.01
N 3.49 -0.63 3.66
N 4.71 -1.21 4.14
C 2.98 -1.18 2.45
O 3.05 -2.34 2.14
H 0.61 4.99 1.36
H 0.12 3.99 2.79
H 0.93 5.55 3.04
H 0.95 3.12 0.21
H 0.44 0.99 -0.85
H 1.33 -1.15 0.14
H 4.46 -2.12 4.52
H 5.31 -1.38 3.34
N -0.37 -4.44 3.95
C -1.39 -5.27 3.56
C -1.34 -5.39 2.20
C -0.24 -4.61 1.75
C 0.34 -4.04 2.85
H -0.17 -4.18 4.90
H -2.06 -5.70 4.28
H -2.01 -5.97 1.59
H 0.09 -4.48 0.73
H 1.19 -3.38 2.95
N -0.54 0.46 -4.12
C -1.77 0.19 -4.66
C -2.26 1.35 -5.20
C -1.28 2.36 -4.99
C -0.24 1.78 -4.32
H 0.04 -0.21 -3.66
H -2.19 -0.80 -4.63
H -3.21 1.45 -5.70
H -1.34 3.39 -5.29
H 0.69 2.19 -3.97
N 5.27 4.00 5.72
C 6.60 3.92 5.42
C 7.30 3.88 6.60
C 6.35 3.94 7.65
C 5.11 4.01 7.07
H 4.53 4.03 5.04
H 6.94 3.89 4.40
H 8.37 3.82 6.70
H 6.55 3.93 8.71
H 4.13 4.06 7.51
N -5.55 0.51 -7.61
C -5.76 -0.47 -8.53
C -6.31 -1.54 -7.88
C -6.44 -1.19 -6.51
C -5.96 0.09 -6.37
H -5.15 1.41 -7.81
H -5.50 -0.33 -9.56
H -6.60 -2.48 -8.33
H -6.84 -1.80 -5.71
H -5.88 0.73 -5.51
N -3.51 -2.35 -2.68
C -3.76 -3.31 -3.62
C -4.37 -4.36 -3.00
C -4.49 -4.03 -1.62
C -3.95 -2.78 -1.46
H -3.06 -1.47 -2.86
H -3.50 -3.16 -4.66
H -4.70 -5.27 -3.47
H -4.92 -4.63 -0.84
H -3.84 -2.17 -0.58

## Properties
Orbital gap in Eh: 0.241
E in eV: -60061.751
Structure (SMILES): CS(=O)(=O)c1cccc2c1C(=O)N(N)C2=O.c1cc[nH]c1.c1cc[nH]c1.c1cc[nH]c1.c1cc[nH]c1.c1cc[nH]c1
2S+1: 1
E_HOMO in eV: -7.6
Molar mass in g/mol: 575.70

***

Entry 3:
Molecular formula: C29H33N7OSe2Ti
Method: DFT, wB97M-V/def2-TZVPD

Geometry (Å):
Ti -0.02 -0.93 0.89
N -1.66 3.08 1.33
C -1.43 1.76 1.21
N -0.27 1.19 1.29
C 0.87 1.95 1.45
N 2.05 1.37 1.59
N 1.88 0.01 1.38
C 2.88 -0.86 1.49
C 2.66 -2.23 1.09
C 3.52 -3.37 1.19
C 3.07 -4.63 0.83
C 1.75 -4.83 0.38
C 0.95 -3.70 0.31
N 1.38 -2.46 0.63
C 0.72 3.37 1.50
C 1.87 4.17 1.70
C 1.77 5.54 1.72
C 0.48 6.11 1.66
C -0.68 5.36 1.53
C -0.56 3.96 1.48
H -2.65 3.40 1.32
H -2.30 1.14 1.05
H 3.84 -0.54 1.90
H 4.52 -3.22 1.57
H 3.74 -5.49 0.93
H 1.31 -5.79 0.11
H -0.09 -3.75 -0.03
H 2.80 3.63 1.84
H 2.64 6.19 1.80
H 0.41 7.18 1.72
H -1.64 5.82 1.46
Se -0.83 -1.32 3.14
C -1.81 -2.85 2.65
C -3.17 -2.73 2.37
C -3.95 -3.88 2.12
C -3.35 -5.14 2.22
C -1.99 -5.26 2.55
C -1.22 -4.13 2.80
H -3.64 -1.76 2.35
H -4.99 -3.76 1.85
H -3.94 -6.04 2.00
H -1.54 -6.26 2.60
H -0.19 -4.20 3.12
C 3.82 2.62 -1.23
N 2.70 3.04 -2.06
C 2.72 4.15 -2.89
C 1.53 4.21 -3.52
N 0.80 3.09 -3.14
C -0.52 2.74 -3.60
C 1.55 2.32 -2.26
Se 1.14 0.62 -1.71
H 4.36 3.50 -0.88
H 4.50 1.99 -1.83
H 3.47 2.05 -0.37
H 3.58 4.83 -2.93
H 1.11 4.98 -4.17
H -0.98 3.60 -4.09
H -1.12 2.41 -2.76
H -0.50 1.93 -4.32
C -2.98 -0.44 -1.73
C -2.05 -1.64 -1.62
C -2.81 -2.91 -1.35
C -1.04 -1.85 -2.77
O -1.24 -1.41 -0.35
H -3.54 -0.54 -2.65
H -2.44 0.51 -1.80
H -3.70 -0.44 -0.91
H -3.41 -3.13 -2.24
H -3.51 -2.79 -0.52
H -2.16 -3.77 -1.19
H -1.60 -2.30 -3.59
H -0.24 -2.55 -2.49
H -0.61 -0.92 -3.13

## Properties
Orbital gap (alpha / beta) in Eh: 0.199 / 0.261
E in eV: -196896.491
2S+1: 3
E_HOMO (alpha / beta) in eV: -5.2 / -7.2
Molar mass in g/mol: 701.42